{
  "formula": "H12NaO6",
  "method": "ωB97M-V/def2-TZVPD",
  "e_homo_ha": -0.56578,
  "max_force_ha_per_bohr": 0.065,
  "charge": 1,
  "total_energy_ha": -620.79213,
  "de_lowest_kcal_mol": 16.5,
  "orbital_gap_ev": 12.0,
  "species": ["Na", "O", "O", "O", "O", "O", "O", "H", "H", "H", "H", "H", "H", "H", "H", "H", "H", "H", "H"],
  "xyz": [[-5.4115, 4.2303, 23.9676], [-7.4427, 3.3924, 24.5025], [-5.8404, 5.4862, 25.9732], [-6.1360, 6.1571, 23.0770], [-3.1627, 4.5566, 24.6538], [-4.7077, 2.8639, 22.0596], [-4.4949, 2.0681, 24.9181], [-5.9867, 5.4338, 26.9389], [-4.6184, 1.3312, 24.3004], [-2.5231, 3.9507, 24.9115], [-3.7695, 3.0818, 22.1893], [-3.0191, 5.3404, 25.2374], [-5.6914, 6.4215, 25.9909], [-7.3819, 3.1410, 25.4642], [-4.7776, 1.8420, 25.7847], [-6.2767, 5.6742, 22.2735], [-4.7664, 1.9572, 22.3666], [-7.0166, 6.3521, 23.4040], [-7.8993, 2.5809, 24.1998]],
  "atomic_forces_ev_per_a": [[0.51, -0.28, 0.39], [-0.54, -1.70, 1.52], [-0.22, -0.23, 1.59], [0.26, 0.20, 0.57], [-1.62, 2.91, -0.03], [0.39, 0.39, 0.33], [0.38, 0.58, -1.69], [-0.08, -0.91, -0.47], [-0.06, -0.03, 0.95], [1.81, -1.89, 0.72], [-0.22, -0.01, -0.25], [-0.15, -0.89, -0.80], [0.28, 1.22, -1.00], [0.03, 0.89, -1.11], [-0.34, -0.82, 1.01], [-0.23, -0.09, -1.07], [-0.13, -0.20, -0.30], [-0.25, 0.13, 0.06], [0.17, 0.71, -0.41]]
}